No. 1
Density functional theory data (ωB97M-V with the def2-TZVPD basis set) for a molecular structure, C15H13Cl3GeN3O9W.

Each line ends with the Mulliken charge.
Geometry (Å):
W (-0.3967, 0.1311, 0.5184)  2.33
O (-2.7450, 3.2598, -0.6912)  -0.46
C (-2.0247, 2.3270, -0.6983)  0.05
O (-1.6220, 1.6481, 0.4233)  -0.65
C (-1.3106, 1.7589, -1.8878)  0.65
C (-1.3368, 2.2519, -3.1765)  -0.73
C (-0.4307, 1.7290, -4.0939)  -0.42
C (0.5057, 0.7769, -3.6913)  -0.74
C (0.4614, 0.3396, -2.3859)  0.88
N (-0.4694, 0.7882, -1.5420)  0.23
C (1.4558, -0.5616, -1.6997)  0.14
O (2.3674, -1.1126, -2.2214)  -0.52
O (1.1691, -0.6341, -0.3819)  -0.55
H (-2.0279, 3.0447, -3.4304)  0.60
H (-0.4218, 2.0955, -5.1121)  0.49
H (1.2709, 0.3998, -4.3567)  0.61
N (-0.3955, -1.6893, 1.8127)  -0.96
C (0.6784, -2.6981, 1.5231)  -0.77
C (0.4430, -3.3576, 0.1542)  -0.27
C (-0.9435, -3.1030, -0.4100)  -1.00
N (-1.2094, -1.6500, -0.7588)  -0.54
H (-0.2706, -1.3319, 2.7604)  0.46
H (-1.2792, -2.2015, 1.8446)  0.16
H (0.6443, -3.4359, 2.3238)  0.57
H (1.6412, -2.1961, 1.5647)  0.28
H (0.5395, -4.4379, 0.2623)  0.50
H (1.2066, -3.0532, -0.5589)  0.17
H (-1.7282, -3.4221, 0.2707)  0.37
H (-1.0777, -3.6731, -1.3290)  0.50
H (-2.2133, -1.5783, -0.9340)  0.42
H (-0.7959, -1.5096, -1.6767)  0.44
O (4.3268, 3.4260, 3.1731)  -0.19
C (3.4458, 2.9036, 2.6544)  0.44
C (2.7451, 3.2191, 1.1735)  -0.19
O (3.1306, 4.0800, 0.4890)  -0.29
C (1.6818, 2.1912, 1.0826)  0.97
C (1.5917, 1.3961, 2.1865)  0.20
O (0.6109, 0.4832, 2.1259)  -0.50
C (2.5243, 1.5618, 3.2474)  0.04
O (2.7899, 1.0802, 4.2796)  -0.33
O (0.8888, 1.9874, 0.1258)  -0.47
Cl (-2.5164, 0.5530, 3.4121)  -0.23
Ge (-2.8811, -0.2268, 1.4587)  0.84
Cl (-3.5536, -2.2626, 1.7530)  -0.29
Cl (-4.4688, 0.7033, 0.4165)  -0.22

Results
Orbital gap (spin up / spin down) (Eh): 0.2652 / 0.2186
Multiplicity: 2
HOMO energy (spin up / spin down) (eV): -15.827 / -15.842
⟨S²⟩: 0.760
Largest force on an atom (hartree/bohr): 0.01609
Total energy (Ha): -4944.9802
Net charge: +2

No. 2
Density functional theory data (ωB97M-V with the def2-TZVPD basis set) for C15H13ClN2O3S2 in the gas phase.

Each line ends with the Mulliken charge.
Geometry (Å):
O (-5.9950, -2.5348, -0.6118)  -0.61
C (-5.4567, -1.4611, -0.4929)  0.47
C (-6.2175, -0.1556, -0.4160)  -0.57
S (-5.5769, 0.9346, 0.8892)  -0.14
C (-3.8871, 0.9298, 0.3986)  0.69
C (-3.0865, 2.0305, 0.6829)  -0.80
C (-1.7506, 2.0331, 0.3279)  -0.66
C (-1.2270, 0.9295, -0.3189)  -0.03
S (0.5053, 0.8839, -0.7496)  1.35
O (0.9713, 2.2275, -0.9376)  -0.69
O (0.6960, -0.0830, -1.7902)  -0.66
N (1.1421, 0.2783, 0.6788)  -0.19
C (1.9525, -0.9208, 0.6228)  -0.94
C (3.4233, -0.6565, 0.4225)  0.74
C (3.8437, 0.3305, -0.4614)  0.09
C (5.1910, 0.5775, -0.6534)  -0.97
C (6.1264, -0.1710, 0.0434)  0.39
Cl (7.8113, 0.1326, -0.1899)  -0.22
C (5.7262, -1.1601, 0.9273)  -0.69
C (4.3758, -1.3946, 1.1134)  -0.55
C (-2.0025, -0.1741, -0.6032)  -0.62
C (-3.3467, -0.1924, -0.2444)  0.02
N (-4.0998, -1.3385, -0.4738)  -0.13
H (-6.1398, 0.3718, -1.3700)  0.31
H (-7.2641, -0.3525, -0.1919)  0.35
H (-3.5281, 2.8755, 1.1870)  0.42
H (-1.1142, 2.8798, 0.5240)  0.47
H (1.5551, 1.0187, 1.2251)  0.33
H (1.5678, -1.4947, -0.2253)  0.32
H (1.7895, -1.4950, 1.5408)  0.39
H (3.1119, 0.9082, -1.0061)  0.29
H (5.5135, 1.3436, -1.3404)  0.43
H (6.4633, -1.7358, 1.4646)  0.41
H (4.0613, -2.1643, 1.8030)  0.35
H (-1.5516, -1.0126, -1.1102)  0.43
H (-3.5831, -2.1883, -0.6643)  0.21

Results
Orbital gap (Eh): 0.3320
Multiplicity: 1
HOMO energy (eV): -8.797
Largest force on an atom (hartree/bohr): 0.01688
Total energy (Ha): -2171.2303
SMILES: O=C1CSc2ccc(S(=O)(=O)NCc3ccc(Cl)cc3)cc2N1

No. 3
Density functional theory data (ωB97M-V with the def2-TZVPD basis set) for 2 unconnected molecules or ions with the total composition C15H13F3NO7S at a distorted geometry.

Each line ends with the Mulliken charge.
Geometry (Å):
C (-0.5691, 3.7192, 2.8165)  -0.81
O (-0.8284, 2.4977, 2.0047)  -0.41
C (-0.5145, 1.3100, 2.4749)  0.80
C (-1.5758, 0.3289, 2.8124)  0.19
O (-1.3906, -0.8791, 2.8322)  -0.72
O (-2.7431, 0.9868, 2.9982)  -0.26
C (-3.9414, 0.2164, 3.1306)  -0.75
C (0.8048, 1.0991, 3.1139)  0.32
O (0.9495, 0.5545, 4.1959)  -0.72
O (1.7546, 1.7247, 2.3789)  -0.03
C (3.1181, 1.6645, 2.7990)  -0.79
H (-1.0199, 4.5241, 2.2327)  0.27
H (-1.0540, 3.6019, 3.7967)  0.24
H (0.5147, 3.8359, 2.8857)  0.24
H (-4.7421, 0.8550, 2.7434)  0.22
H (-3.8811, -0.7128, 2.5446)  0.31
H (-4.1238, 0.0000, 4.1897)  0.26
H (3.6021, 2.5037, 2.2986)  0.22
H (3.2240, 1.7517, 3.8853)  0.32
H (3.5471, 0.7314, 2.4212)  0.21
F (-0.7722, 1.1519, -1.2480)  -0.21
C (0.5042, 0.8363, -1.6001)  0.75
F (0.5126, 0.4296, -2.9006)  -0.24
F (1.2740, 1.9559, -1.5010)  -0.24
S (1.1204, -0.4610, -0.5017)  -0.10
N (2.6644, -0.6245, -1.2555)  0.02
C (3.8060, 0.0891, -0.8199)  0.32
O (3.8397, 0.9136, 0.0801)  -0.57
C (4.8958, -0.3786, -1.7093)  0.33
C (4.3931, -1.3119, -2.5988)  0.01
C (5.2039, -1.9145, -3.5498)  -0.47
C (6.5411, -1.4988, -3.6156)  -0.43
C (7.0560, -0.5643, -2.6935)  -0.46
C (6.2356, -0.0111, -1.7034)  -0.34
C (2.9514, -1.5431, -2.3122)  0.45
O (2.1660, -2.3184, -2.8170)  -0.63
H (4.7976, -2.6774, -4.2098)  0.46
H (7.1957, -1.9081, -4.3815)  0.38
H (8.1041, -0.2733, -2.7474)  0.38
H (6.6078, 0.6751, -0.9441)  0.47

Results
Orbital gap (Eh): 0.1167
Multiplicity: 1
HOMO energy (eV): -1.885
Largest force on an atom (hartree/bohr): 0.09386
Total energy (Ha): -1858.6336
Net charge: -1

No. 4
Density functional theory data (ωB97M-V with the def2-TZVPD basis set) for a molecular structure, C15H13F5N7OsS2 at a distorted geometry.

Each line ends with the Mulliken charge.
Geometry (Å):
Os (-1.0978, -0.0214, 0.8972)  1.16
C (4.4588, 2.2559, 1.9208)  -0.89
C (3.2917, 3.2230, 2.0767)  -0.43
N (2.0809, 2.5970, 2.5980)  -0.20
C (1.3428, 1.7204, 1.8917)  0.60
S (0.1327, 0.8454, 2.7934)  -0.53
N (1.5836, 1.5871, 0.6123)  -1.10
N (0.6927, 0.7830, -0.0239)  0.50
C (1.0068, 0.3220, -1.1869)  0.89
C (2.3967, 0.3478, -1.7272)  -1.24
C (-0.1231, -0.2490, -1.9328)  0.31
C (-0.0036, -0.8050, -3.1936)  -0.65
C (-1.1376, -1.2774, -3.8376)  -0.46
C (-2.3667, -1.1650, -3.2148)  -0.94
C (-2.4154, -0.6034, -1.9500)  -0.17
N (-1.3266, -0.1563, -1.3267)  -0.20
H (5.3414, 2.7844, 1.5594)  0.35
H (4.2069, 1.4764, 1.2045)  0.16
H (4.7051, 1.7870, 2.8742)  0.28
H (3.0436, 3.6752, 1.1169)  0.25
H (3.5529, 4.0189, 2.7727)  0.40
H (1.9482, 2.5795, 3.5956)  0.24
H (3.0919, 0.4899, -0.9050)  0.13
H (2.5478, 1.1589, -2.4437)  0.29
H (2.6166, -0.5959, -2.2258)  0.47
H (0.9715, -0.8844, -3.6516)  0.36
H (-1.0612, -1.7370, -4.8135)  0.41
H (-3.2732, -1.5207, -3.6804)  0.40
H (-3.3439, -0.5172, -1.4073)  0.63
S (-2.7258, 2.9549, 0.7240)  -0.34
C (-1.9767, 1.6238, 0.8488)  0.43
N (-2.1899, -4.5121, -2.7661)  -0.59
C (-1.4870, -4.1805, -1.9083)  0.56
N (-0.6211, -3.8279, -0.9912)  -0.71
C (-0.6023, -2.8634, -0.1933)  0.78
N (-0.4557, -1.9777, 0.5685)  -0.71
F (-1.8170, -1.4545, 3.3081)  -0.28
C (-2.4668, -0.7151, 2.3486)  0.32
F (-3.1021, 0.2793, 3.0375)  -0.33
C (-3.5924, -1.6491, 1.8042)  0.57
F (-3.2055, -2.9221, 1.7959)  -0.24
F (-3.9005, -1.3181, 0.5256)  -0.22
F (-4.7207, -1.5568, 2.5050)  -0.27

Results
Orbital gap (spin up / spin down) (Eh): 0.2696 / 0.2373
Multiplicity: 2
HOMO energy (spin up / spin down) (eV): -8.479 / -8.386
⟨S²⟩: 0.757
Largest force on an atom (hartree/bohr): 0.04922
Total energy (Ha): -2349.0630

No. 5
Density functional theory data (ωB97M-V with the def2-TZVPD basis set) for a molecular structure, C15H13FeN15O4S at a distorted geometry.

Each line ends with the Mulliken charge.
Geometry (Å):
Fe (0.8580, 0.3477, 0.0046)  1.15
O (2.5206, -3.0806, 2.1457)  -0.74
C (1.7976, -2.4163, 1.4144)  -0.43
N (1.0042, -1.3668, 1.7021)  0.22
C (0.4080, -1.1667, 2.8857)  -0.25
O (0.4416, -1.8550, 3.9015)  -0.72
C (-0.5933, -0.0390, 2.8098)  0.61
C (-1.1389, 0.4767, 3.9816)  -0.63
C (-2.2230, 1.3318, 3.9001)  -0.35
C (-2.7321, 1.6369, 2.6447)  -0.95
C (-2.0891, 1.1228, 1.5318)  -0.21
N (-1.0417, 0.3129, 1.6012)  0.40
C (1.7052, -2.7671, -0.0557)  0.83
C (2.4573, -3.8310, -0.5461)  -0.67
C (2.3333, -4.1935, -1.8734)  -0.25
C (1.4436, -3.4841, -2.6693)  -0.87
C (0.7404, -2.4376, -2.0946)  0.13
N (0.8634, -2.0745, -0.8284)  0.10
H (-0.7057, 0.1748, 4.9240)  0.43
H (-2.6846, 1.7296, 4.7951)  0.39
H (-3.6113, 2.2564, 2.5355)  0.40
H (-2.4571, 1.3333, 0.5383)  0.42
H (3.1222, -4.3407, 0.1371)  0.46
H (2.9107, -5.0134, -2.2817)  0.40
H (1.2923, -3.7429, -3.7084)  0.39
H (0.0295, -1.8677, -2.6763)  0.27
N (0.2577, 3.8282, 0.8464)  0.01
C (1.1890, 3.1562, 1.5992)  0.42
N (1.7744, 3.7151, 2.6539)  -0.58
N (2.5947, 2.7651, 3.1107)  -0.75
N (2.5142, 1.7098, 2.3895)  -0.51
N (1.6297, 1.9002, 1.4058)  0.68
C (-0.2976, 3.4213, -0.3285)  0.46
N (-0.9983, 4.2668, -1.0951)  -0.58
N (-1.4463, 3.5248, -2.0938)  -0.83
N (-1.0419, 2.3101, -1.9533)  -0.49
N (-0.3063, 2.1814, -0.8450)  0.27
H (0.1707, 4.8120, 1.0454)  0.25
N (-2.0406, 0.2769, -3.2743)  -0.38
C (-2.5561, -0.8245, -2.7503)  0.40
N (-2.9321, -1.8238, -3.6333)  -0.51
S (-2.7640, -1.0811, -1.1292)  -0.44
H (-1.8822, 0.3193, -4.2698)  0.19
H (-1.6235, 1.0688, -2.6782)  0.40
H (-3.2477, -1.5409, -4.5512)  0.19
H (-3.4720, -2.5562, -3.1987)  0.24
O (3.6764, 0.8469, -2.9575)  -0.41
N (3.6320, 0.4195, -1.7946)  -0.05
O (2.5189, 0.2579, -1.2174)  -0.50

Results
Orbital gap (spin up / spin down) (Eh): 0.2520 / 0.2523
Multiplicity: 5
HOMO energy (spin up / spin down) (eV): -2.525 / -2.533
⟨S²⟩: 6.009
Largest force on an atom (hartree/bohr): 0.03540
Total energy (Ha): -3363.6996
Net charge: -2

No. 6
Density functional theory data (ωB97M-V with the def2-TZVPD basis set) for C15H13N3O2S2 in the gas phase at a distorted geometry.

Each line ends with the Mulliken charge.
Geometry (Å):
O (3.8721, 0.2216, 1.4666)  -0.60
C (3.4152, 0.5586, 0.3982)  0.46
C (3.9062, -0.0347, -0.9163)  -0.53
S (3.8350, -1.8569, -0.8803)  -0.14
C (2.2034, -1.9883, -0.3362)  0.25
N (1.4987, -0.9672, -0.0087)  0.11
N (0.2687, -1.2525, 0.3981)  -0.52
C (-0.0085, -2.5096, 0.3781)  0.20
N (-1.2109, -3.0395, 0.6606)  -0.15
C (-2.2552, -2.2017, 1.2278)  -1.01
C (-2.4585, -0.9708, 0.3812)  0.54
C (-2.7604, -1.1048, -0.9678)  -0.18
C (-2.9142, 0.0143, -1.7654)  -0.63
C (-2.7746, 1.2790, -1.2199)  -0.45
C (-2.4834, 1.4188, 0.1256)  -0.59
C (-2.3241, 0.2992, 0.9218)  -0.29
S (1.3517, -3.5231, -0.1733)  -0.24
C (2.4006, 1.5981, 0.2707)  0.26
C (1.7494, 2.2940, 1.2646)  -0.36
C (0.8096, 3.1162, 0.6176)  -0.47
C (0.9520, 2.8647, -0.7169)  -0.51
O (1.9069, 1.9596, -0.9360)  -0.34
H (3.3180, 0.3143, -1.7621)  0.29
H (4.9614, 0.2029, -1.0544)  0.39
H (-1.2475, -4.0294, 0.8412)  0.24
H (-2.0004, -1.9044, 2.2530)  0.33
H (-3.1698, -2.8007, 1.2496)  0.44
H (-2.8619, -2.0921, -1.3952)  0.40
H (-3.1410, -0.1007, -2.8153)  0.40
H (-2.8916, 2.1534, -1.8433)  0.42
H (-2.3716, 2.4033, 0.5548)  0.39
H (-2.0796, 0.4124, 1.9673)  0.29
H (1.9357, 2.2051, 2.3146)  0.55
H (0.1241, 3.7997, 1.0746)  0.52
H (0.4444, 3.2611, -1.5748)  0.50

Results
Orbital gap (Eh): 0.3114
Multiplicity: 1
HOMO energy (eV): -8.123
Largest force on an atom (hartree/bohr): 0.03293
Total energy (Ha): -1690.4745
SMILES: O=C(CSc1nnc(NCc2ccccc2)s1)c1ccco1